1.
# C73H83BrN16OS

A structure of composition C73H83BrN16OS at a distorted geometry (the ωB97M-V functional and the def2-TZVPD basis, the Open Molecules 2025 dataset).

Atoms and positions in Å:
1 Br -4.819 4.742 -2.633
2 S -3.808 -2.543 0.309
3 O -7.529 -0.543 -3.017
4 N 10.354 2.123 -3.901
5 N -7.146 -1.105 5.020
6 N -4.621 -2.069 -1.088
7 N 9.403 -4.222 1.825
8 N -7.109 3.940 5.395
9 N 4.423 -0.127 4.069
10 N 6.541 4.429 -0.782
11 N 7.349 0.188 -0.416
12 N 0.680 0.023 -1.005
13 N -8.953 0.227 3.741
14 N -4.592 -4.184 -9.201
15 N 4.554 0.375 -3.761
16 N -6.012 -6.477 -3.687
17 N 3.220 -3.015 7.127
18 N -9.445 -1.627 5.063
19 N -3.758 -1.101 1.148
20 C -5.519 0.212 -1.871
21 C 2.317 -3.855 7.646
22 C -8.523 -0.849 4.620
23 C 8.210 -0.384 0.435
24 C -7.686 -5.130 -4.763
25 C -7.027 -6.329 -4.547
26 C 4.678 2.192 4.663
27 C -6.228 -4.143 -3.146
28 C 10.840 -5.542 0.422
29 C -4.072 -2.971 -8.981
30 C 8.648 -3.975 0.748
31 C 12.742 1.906 -4.058
32 C -6.877 6.297 5.808
33 C 12.672 1.959 -5.441
34 C 11.560 1.990 -3.339
35 C 10.313 2.174 -5.238
36 C -4.280 0.873 3.333
37 C -1.270 -1.261 -1.577
38 C -5.158 2.222 -0.242
39 C 7.829 -1.056 1.587
40 C 4.402 -3.537 6.781
41 C -6.116 -0.285 -3.255
42 C 4.990 1.081 3.897
43 C 10.479 -4.998 1.644
44 C 4.656 1.661 -3.398
45 C -3.893 -2.425 -7.720
46 C 3.776 -5.725 7.472
47 C 3.508 -0.227 5.043
48 C -5.972 6.047 6.827
49 C -4.524 1.343 0.754
50 C -8.841 1.618 -3.204
51 C 8.851 5.289 0.527
52 C 5.699 -0.280 -3.991
53 C -5.799 0.400 3.403
54 C -5.888 4.679 -0.954
55 C 1.363 -0.689 -1.910
56 C -4.819 -4.435 -6.821
57 C -0.616 -0.274 -0.856
58 C -4.953 -4.891 -8.124
59 C 8.920 -4.473 -0.516
60 C -5.638 4.736 7.125
61 C -7.417 4.330 -1.189
62 C -7.415 5.215 5.129
63 C -4.276 -3.176 -6.620
64 C 6.955 0.294 -3.873
65 C -5.273 3.735 0.145
66 C -4.844 -0.731 -0.931
67 C -5.643 1.612 -1.541
68 C -0.542 -1.982 -2.510
69 C 2.544 -5.208 7.840
70 C 0.802 -1.693 -2.684
71 C -8.375 0.243 -3.868
72 C 6.477 -1.137 1.878
73 C 11.434 2.095 -6.048
74 C 4.728 -4.876 6.930
75 C 6.738 5.717 -0.476
76 C 7.866 6.196 0.170
77 C -6.229 3.725 6.384
78 C 7.032 1.625 -3.499
79 C 3.127 0.826 5.858
80 C 5.563 -0.552 1.014
81 C 10.041 -5.272 -0.678
82 C -5.632 -5.387 -3.006
83 C -4.041 1.911 2.146
84 C 8.674 3.949 0.225
85 C -6.257 0.069 4.887
86 C 7.510 3.570 -0.428
87 C -9.192 1.393 -1.683
88 C 3.726 2.058 5.661
89 C 5.863 2.328 -3.256
90 C 6.046 0.093 -0.112
91 C -7.274 -4.017 -4.045
92 C -4.355 -0.114 0.390
93 H 5.888 3.369 -2.963
94 H -8.764 1.152 4.132
95 H -7.646 3.389 -0.617
96 H 1.403 -2.234 -3.404
97 H 3.993 -6.778 7.606
98 H 6.137 -1.652 2.768
99 H 11.563 1.949 -2.255
100 H 2.411 -0.428 -2.009
101 H -9.917 0.525 -1.639
102 H 9.258 -0.290 0.166
103 H -2.322 -1.459 -1.413
104 H -5.369 -5.871 -8.332
105 H 13.574 1.895 -6.040
106 H 9.421 3.212 0.488
107 H 9.748 5.624 1.035
108 H -4.080 1.458 4.284
109 H -6.760 -1.945 4.589
110 H -8.055 5.150 -0.765
111 H 5.168 3.140 4.482
112 H -5.309 -0.172 5.462
113 H -6.728 0.948 5.405
114 H 7.848 -0.286 -4.070
115 H -7.314 -7.229 -5.082
116 H 7.996 2.111 -3.396
117 H -6.134 2.270 -2.304
118 H -7.767 -3.061 -4.186
119 H 4.499 -0.597 1.212
120 H 5.938 6.389 -0.772
121 H 7.787 -3.344 0.924
122 H 5.701 -5.243 6.630
123 H -9.332 -0.351 -3.988
124 H -8.130 5.361 4.327
125 H -9.808 1.933 -3.703
126 H -4.936 4.503 7.914
127 H 11.071 -5.183 2.534
128 H -9.031 -2.364 5.647
129 H 1.777 -5.841 8.267
130 H 2.379 0.684 6.628
131 H 3.455 2.906 6.280
132 H 3.069 -1.211 5.163
133 H -8.488 0.080 2.844
134 H 5.586 -1.319 -4.285
135 H 9.321 2.284 -5.666
136 H 8.272 -4.241 -1.351
137 H -8.499 -5.067 -5.474
138 H 11.340 2.139 -7.125
139 H -5.881 -3.296 -2.568
140 H -4.216 4.092 0.344
141 H -1.146 0.320 -0.118
142 H 10.289 -5.680 -1.651
143 H -5.968 -0.476 2.721
144 H -8.091 2.430 -3.392
145 H -5.858 5.723 -0.537
146 H -3.465 -1.438 -7.602
147 H 5.726 1.138 3.103
148 H -5.995 2.683 6.579
149 H 8.570 -1.502 2.238
150 H -6.478 1.230 3.034
151 H 11.723 -6.161 0.333
152 H -4.662 2.815 2.423
153 H -8.318 1.112 -1.043
154 H -9.718 2.275 -1.211
155 H -5.828 3.897 1.117
156 H -2.978 2.278 2.106
157 H 7.328 2.533 -0.689
158 H 5.370 0.564 -0.820
159 H -5.934 0.447 -4.082
160 H -7.634 4.158 -2.273
161 H -5.676 -1.291 -3.517
162 H 1.367 -3.405 7.916
163 H 13.691 1.800 -3.549
164 H 7.970 7.251 0.388
165 H -4.154 -2.785 -5.617
166 H -3.791 -2.420 -9.873
167 H 3.713 2.167 -3.216
168 H -7.161 7.308 5.547
169 H -1.017 -2.762 -3.095
170 H -5.131 -5.050 -5.987
171 H -4.806 -5.536 -2.318
172 H -3.561 0.016 3.305
173 H 5.115 -2.832 6.365
174 H -7.928 0.408 -4.885
175 H -5.531 6.867 7.382

Computed properties:
total energy: -6754.86532 Ha
energy above the lowest of the compared OMol25 structures with the same formula, charge and spin: 2.3431 eV
lowest unoccupied orbital energy: -1.114 eV
HOMO-LUMO gap: 7.60 eV
HOMO level: -8.71 eV
net charge: 0



2.
# C74H144N6O21

A cluster of 11 separate species, C74H144N6O21 in total at a distorted geometry (the ωB97M-V functional and the def2-TZVPD basis, the Open Molecules 2025 dataset).

Atoms and positions in Å:
1 O -2.352 -5.700 -2.133
2 O -0.150 7.110 0.962
3 O -3.448 -2.883 -5.878
4 O -0.394 0.398 5.516
5 O -5.193 4.079 -1.087
6 O -1.593 -6.341 -4.111
7 O 5.576 3.598 0.280
8 O -5.436 0.389 1.346
9 O -6.457 0.243 3.297
10 O 2.570 -7.174 -0.408
11 O -1.198 5.142 1.293
12 O 6.196 -0.054 -3.783
13 O -2.364 6.989 1.022
14 O 6.652 2.077 1.586
15 O -5.258 -3.154 -7.176
16 O -3.188 -3.733 -7.873
17 O 4.056 3.789 4.478
18 O 4.548 1.776 0.999
19 O -5.763 2.246 2.526
20 O 1.731 -0.470 -0.789
21 O -3.703 -5.617 -3.937
22 N -5.878 3.861 -2.300
23 N 0.349 -0.171 -0.858
24 N 3.458 -6.491 0.437
25 N 3.011 4.716 4.541
26 N 5.438 0.767 -4.623
27 N -0.373 -0.798 4.750
28 C 1.698 -5.662 1.915
29 C 5.618 2.581 0.887
30 C -0.520 -1.279 -1.210
31 C 4.217 2.925 -4.862
32 C -0.654 -2.408 -0.163
33 C -7.117 4.691 -2.344
34 C 2.877 -7.853 2.382
35 C -3.358 5.959 0.948
36 C 1.309 3.400 3.337
37 C 3.556 -0.911 -4.980
38 C -4.392 2.067 -2.951
39 C -5.088 -1.945 0.926
40 C 0.817 6.528 3.928
41 C 1.661 4.179 4.615
42 C -0.867 -3.187 -8.197
43 C 4.051 -5.668 2.673
44 C 2.234 7.045 4.125
45 C -1.744 -1.374 4.595
46 C -2.553 4.650 1.066
47 C 4.954 -4.509 0.662
48 C -0.537 -3.581 4.196
49 C -6.442 1.513 -1.588
50 C -4.094 -3.325 -6.986
51 C 3.918 1.500 -2.753
52 C 4.416 -4.328 2.085
53 C 3.308 5.972 3.839
54 C -5.852 1.055 2.409
55 C -1.635 -2.633 3.701
56 C -5.831 2.447 -2.669
57 C 4.847 0.673 1.856
58 C 6.012 2.740 -3.257
59 C 5.077 -6.048 -1.329
60 C -1.145 -7.537 -1.044
61 C 0.784 -1.620 5.142
62 C -2.597 -0.356 3.825
63 C 0.945 2.091 -0.136
64 C -1.904 -0.677 -1.540
65 C 1.494 3.276 5.831
66 C -2.651 -5.851 -3.436
67 C -7.949 2.921 -4.034
68 C 3.157 -4.463 -1.007
69 C -0.064 0.914 0.037
70 C -1.143 6.445 1.053
71 C -8.032 4.469 -1.140
72 C -1.892 -3.808 -7.292
73 C -1.484 1.422 -0.133
74 C -0.073 -1.923 -2.540
75 C -6.104 -0.894 1.297
76 C -2.076 -3.215 -5.884
77 C -2.855 3.750 2.267
78 C 0.805 -1.983 6.628
79 C 0.780 -2.849 4.218
80 C 6.370 0.748 1.949
81 C -6.659 6.129 -2.384
82 C -0.452 -6.532 -3.242
83 C 3.037 -6.442 1.816
84 C 0.179 0.409 1.499
85 C -2.426 0.240 -0.446
86 C 4.315 -0.636 1.281
87 C 3.495 5.869 2.309
88 C 5.453 -0.743 -6.602
89 C 4.584 6.532 4.457
90 C 3.160 2.215 -5.689
91 C 4.623 0.072 -5.604
92 C -2.428 -1.640 5.925
93 C 0.593 5.294 4.795
94 C -6.585 2.277 -4.021
95 C 4.885 1.906 -3.903
96 C -7.884 4.391 -3.644
97 C 3.782 1.060 -6.457
98 C -1.069 -6.254 -1.861
99 C 4.133 -5.407 -0.306
100 C 2.064 -0.867 4.786
101 C -6.719 -1.035 2.694
102 H 2.922 -1.541 4.679
103 H 2.849 -7.719 3.465
104 H -3.534 4.178 3.004
105 H 2.013 -0.282 3.866
106 H 0.322 -5.789 -3.437
107 H -1.804 -3.912 -5.093
108 H -7.798 -1.161 2.648
109 H 5.701 3.716 -2.884
110 H -1.834 1.988 0.728
111 H -1.958 3.548 2.856
112 H 6.597 0.524 2.991
113 H 0.571 6.234 2.906
114 H -3.618 -0.656 3.605
115 H -0.170 -2.291 7.009
116 H -2.555 -3.200 3.864
117 H 5.630 -1.739 -6.191
118 H 2.393 7.388 5.153
119 H 1.218 -5.680 2.893
120 H -0.332 1.051 2.229
121 H 6.359 -0.212 -6.881
122 H -0.514 -4.508 3.623
123 H -7.494 4.709 -0.216
124 H 4.427 0.785 2.858
125 H -2.429 -0.344 0.484
126 H -3.504 -1.686 5.738
127 H -2.100 -0.087 2.888
128 H 1.639 -3.443 4.545
129 H 2.620 -0.419 -4.712
130 H -3.946 5.974 0.032
131 H -5.575 3.495 -0.406
132 H -2.557 0.596 4.363
133 H 4.724 -0.899 0.307
134 H -0.749 -3.858 5.236
135 H 5.672 -6.864 -0.929
136 H -4.082 6.008 1.762
137 H -6.244 -1.862 3.220
138 H -2.641 -1.472 -1.689
139 H 4.312 3.645 5.396
140 H -1.768 -8.291 -1.525
141 H -0.385 4.895 4.513
142 H 4.497 -6.351 -2.206
143 H -3.229 2.769 1.975
144 H 2.379 -5.025 -1.532
145 H 4.948 3.362 -5.544
146 H 0.239 -2.487 0.465
147 H 0.146 -3.538 -8.005
148 H -1.520 -2.280 -5.770
149 H -7.341 0.964 -1.885
150 H 1.968 -0.130 -1.661
151 H 4.774 7.530 4.055
152 H 1.830 -4.617 1.632
153 H -8.580 2.354 -3.340
154 H -8.898 5.128 -1.180
155 H -6.065 6.386 -1.505
156 H -0.144 -7.545 -3.480
157 H 6.883 0.060 1.273
158 H 2.684 -3.765 -0.318
159 H -6.750 2.082 -0.710
160 H -1.506 -7.390 -0.022
161 H 0.997 -2.547 3.186
162 H -1.509 -2.388 0.514
163 H 3.232 -0.536 1.316
164 H 1.759 2.403 3.357
165 H 6.826 3.004 -3.940
166 H -0.742 -2.735 -2.843
167 H 3.238 -1.628 -5.741
168 H 0.851 -2.506 -2.431
169 H 1.733 3.856 2.442
170 H 2.587 5.593 1.779
171 H 4.670 -1.420 1.957
172 H 0.833 2.479 -1.149
173 H -1.043 -3.320 -9.266
174 H 3.653 -5.548 3.687
175 H -6.184 6.593 -3.250
176 H -3.730 2.197 -2.094
177 H 5.696 -5.248 -1.746
178 H 4.371 1.434 -7.299
179 H 4.826 -0.946 -7.472
180 H -2.300 -0.875 6.690
181 H -4.560 -1.699 0.005
182 H 3.181 0.743 -3.011
183 H 3.547 2.393 -2.250
184 H 4.540 1.072 -1.956
185 H -4.304 1.048 -3.333
186 H -3.407 0.710 -0.513
187 H 3.592 -3.629 2.248
188 H 5.550 -0.618 -3.314
189 H 0.987 -6.057 1.183
190 H 2.440 -0.223 5.586
191 H 1.539 -2.767 6.818
192 H -8.867 4.854 -3.529
193 H 4.446 6.615 5.535
194 H 1.227 0.437 1.794
195 H 2.102 -8.469 1.936
196 H -8.446 2.829 -5.001
197 H 0.076 -1.279 -3.407
198 H 2.475 7.926 3.529
199 H 5.235 -3.898 2.672
200 H 6.002 -4.815 0.694
201 H 3.823 6.831 1.916
202 H -0.546 -5.492 -1.286
203 H -3.974 2.713 -3.727
204 H -2.529 4.186 0.081
205 H 4.979 -6.203 2.909
206 H 0.241 3.298 3.127
207 H 5.473 5.961 4.185
208 H -0.216 1.039 4.816
209 H 0.452 3.176 6.125
210 H -7.524 6.806 -2.316
211 H -5.787 0.693 -1.291
212 H -6.828 -0.838 0.483
213 H 3.812 -8.401 2.222
214 H -1.653 -4.863 -7.120
215 H -5.986 2.597 -4.874
216 H -0.157 -7.939 -0.806
217 H 5.010 -3.471 0.319
218 H -1.861 -0.132 -2.486
219 H -0.691 -3.377 -0.669
220 H 4.292 5.135 2.173
221 H 2.089 3.722 6.635
222 H 0.969 -1.126 7.285
223 H 0.475 5.590 5.842
224 H 3.786 3.703 -4.233
225 H 2.724 2.930 -6.391
226 H 3.074 -7.917 -0.761
227 H 1.972 1.835 0.114
228 H -5.548 -2.916 0.720
229 H 3.680 -3.954 -1.820
230 H 2.366 1.842 -5.035
231 H -0.262 -0.551 1.775
232 H 0.636 2.852 0.583
233 H -6.767 1.203 -4.119
234 H -4.374 -2.166 1.722
235 H -8.312 3.433 -0.945
236 H 0.083 7.276 4.237
237 H 6.537 2.211 -2.459
238 H 1.970 2.298 5.712
239 H -1.521 2.138 -0.962
240 H -2.084 -2.589 6.339
241 H 3.959 -1.480 -4.139
242 H -1.387 -2.332 2.685
243 H 2.936 0.543 -6.920
244 H -7.412 4.968 -4.444
245 H -0.899 -2.095 -8.117

Computed properties:
total energy: -4814.34689 Ha
energy above the lowest of the compared OMol25 structures with the same formula, charge and spin: 2.7350 eV
lowest unoccupied orbital energy: -0.011 eV
HOMO-LUMO gap: 7.74 eV
HOMO level: -7.75 eV
structure (SMILES): CC1(C)CCCC(C)(C)N1O.CC1(C)CCCC(C)(C)N1O.CC1(C)CCCC(C)(C)N1O.CC1(C)CCCC(C)(C)N1O.CC1(C)CCCC(C)(C)N1O.CC1(C)CCCC(C)(C)N1O.C[C@H]1COC(=O)O1.C[C@H]1COC(=O)O1.C[C@H]1COC(=O)O1.C[C@H]1COC(=O)O1.C[C@H]1COC(=O)O1
net charge: 0